Formula: C39H96N8O3
Source: OMol25
Level of theory: ωB97M-V/def2-TZVPD

## Properties
calculated total energy	-2206.82431	hartree
2S+1	2
energy above the lowest of the compared OMol25 structures with the same formula, charge and spin	80.4	kcal per mole
⟨S²⟩	0.75
Kohn-Sham gap (spin up / spin down)	6.9 / 2.5	eV
net charge	+1

Each atom is followed by the atoms it is bonded to, with distances in Å.
Positions of all 146 atoms, in Å:
1 C -1.97 -5.47 1.73  C2 1.527, H8 1.090, H9 1.090, H10 1.090
2 C -1.98 -4.66 3.03  C1 1.527, N3 1.505, H11 1.090, H12 1.090
3 N -2.26 -3.20 2.85  C2 1.505, C4 1.459, C6 1.530
4 C -3.00 -2.55 3.93  N3 1.459, C5 1.575, H13 1.090, H14 1.090
5 C -3.61 -1.18 3.45  C4 1.575, H15 1.090, H16 1.090, H17 1.090
6 C -1.08 -2.45 2.23  N3 1.530, C7 1.523, H18 1.090, H19 1.090
7 C 0.12 -2.40 3.17  C6 1.523, H20 1.090, H21 1.090, H22 1.090
8 H -1.06 -5.24 1.18  C1 1.090
9 H -2.83 -5.18 1.12  C1 1.090
10 H -1.82 -6.51 2.02  C1 1.090
11 H -2.73 -4.98 3.75  C2 1.090
12 H -1.13 -4.70 3.71  C2 1.090
13 H -3.86 -3.15 4.25  C4 1.090
14 H -2.34 -2.49 4.79  C4 1.090
15 H -2.96 -0.53 2.87  C5 1.090
16 H -4.48 -1.39 2.82  C5 1.090
17 H -4.02 -0.78 4.37  C5 1.090
18 H -1.49 -1.48 1.93  C6 1.090
19 H -1.00 -3.00 1.30  C6 1.090
20 H 0.94 -1.81 2.75  C7 1.090
21 H 0.60 -3.36 3.34  C7 1.090
22 H 0.01 -1.75 4.04  C7 1.090
23 C 6.67 5.09 3.21  C24 1.537, H30 1.090, H31 1.090, H32 1.090
24 C 5.97 3.74 2.97  C23 1.537, N25 1.451, H33 1.090, H34 1.090
25 N 5.80 2.97 4.18  C24 1.451, C26 1.470, C28 1.441
26 C 7.10 2.43 4.64  N25 1.470, C27 1.548, H35 1.090, H36 1.090
27 C 7.10 1.71 6.01  C26 1.548, H37 1.090, H38 1.090, H39 1.090
28 C 4.59 2.19 4.17  N25 1.441, C29 1.557, H40 1.090, H41 1.090
29 C 4.56 1.09 3.07  C28 1.557, H42 1.090, H43 1.090, H44 1.090
30 H 6.43 5.80 2.41  C23 1.090
31 H 7.76 5.02 3.31  C23 1.090
32 H 6.39 5.54 4.16  C23 1.090
33 H 4.96 4.03 2.66  C24 1.090
34 H 6.31 3.25 2.06  C24 1.090
35 H 7.47 1.53 4.15  C26 1.090
36 H 7.86 3.21 4.67  C26 1.090
37 H 6.93 2.32 6.91  C27 1.090
38 H 6.38 0.89 5.97  C27 1.090
39 H 8.12 1.35 6.07  C27 1.090
40 H 3.77 2.91 4.13  C28 1.090
41 H 4.50 1.69 5.14  C28 1.090
42 H 4.88 1.53 2.12  C29 1.090
43 H 3.59 0.60 3.04  C29 1.090
44 H 5.16 0.21 3.25  C29 1.090
45 C -5.26 -0.85 -3.24  C46 1.537, H52 1.090, H53 1.090, H54 1.090
46 C -6.47 -0.48 -2.36  C45 1.537, N47 1.474, H55 1.090, H56 1.090
47 N -6.33 -1.02 -1.00  C46 1.474, C48 1.496, C50 1.498
48 C -5.13 -0.52 -0.27  N47 1.496, C49 1.546, H57 1.090, H58 1.090
49 C -4.92 1.00 -0.37  C48 1.546, H59 1.090, H60 1.090, H61 1.090
50 C -7.65 -1.00 -0.28  N47 1.498, C51 1.572, H62 1.090, H63 1.090
51 C -7.57 -1.29 1.26  C50 1.572, H64 1.090, H65 1.090, H66 1.090
52 H -5.49 -0.59 -4.27  C45 1.090
53 H -5.01 -1.91 -3.21  C45 1.090
54 H -4.33 -0.28 -3.22  C45 1.090
55 H -6.55 0.61 -2.31  C46 1.090
56 H -7.34 -0.86 -2.90  C46 1.090
57 H -5.13 -1.00 0.71  C48 1.090
58 H -4.25 -0.98 -0.74  C48 1.090
59 H -5.82 1.52 -0.03  C49 1.090
60 H -4.09 1.20 0.31  C49 1.090
61 H -4.59 1.42 -1.32  C49 1.090
62 H -8.22 -1.70 -0.90  C50 1.090
63 H -8.16 -0.11 -0.64  C50 1.090
64 H -6.81 -0.69 1.76  C51 1.090
65 H -7.17 -2.29 1.43  C51 1.090
66 H -8.58 -1.32 1.66  C51 1.090
67 C -1.61 0.24 -0.82  C68 1.501, H74 1.090, H75 1.090, H76 1.090
68 C -0.43 -0.69 -0.86  C67 1.501, N69 1.479, H77 1.090, H78 1.090
69 N 0.67 -0.08 -1.64  C68 1.479, C70 1.452, C72 1.475
70 C 0.22 -0.14 -3.01  N69 1.452, C71 1.566, H79 1.090, H80 1.090
71 C 0.31 -1.57 -3.65  C70 1.566, H81 1.090, H82 1.090, H83 1.090
72 C 1.91 -0.84 -1.40  N69 1.475, C73 1.576, H84 1.090, H85 1.090
73 C 2.53 -0.46 0.00  C72 1.576, H86 1.090, H87 1.090, H88 1.090
74 H -2.40 0.01 -1.53  C67 1.090
75 H -1.37 1.27 -1.07  C67 1.090
76 H -1.96 0.22 0.22  C67 1.090
77 H -0.12 -0.71 0.19  C68 1.090
78 H -0.57 -1.73 -1.13  C68 1.090
79 H 0.95 0.47 -3.54  C70 1.090
80 H -0.75 0.25 -3.33  C70 1.090
81 H 1.30 -2.02 -3.76  C71 1.090
82 H -0.05 -1.51 -4.68  C71 1.090
83 H -0.31 -2.22 -3.03  C71 1.090
84 H 1.70 -1.91 -1.43  C72 1.090
85 H 2.65 -0.51 -2.13  C72 1.090
86 H 3.22 0.38 -0.15  C73 1.090
87 H 1.94 -0.02 0.81  C73 1.090
88 H 3.10 -1.29 0.41  C73 1.090
89 C -2.87 2.45 -4.85  C90 1.533, H96 1.090, H97 1.090, H98 1.090
90 C -4.27 2.67 -5.45  C89 1.533, N91 1.465, H99 1.090, H100 1.090
91 N -5.00 3.67 -4.67  C90 1.465, C92 1.490, C94 1.414
92 C -5.43 3.19 -3.32  N91 1.490, C93 1.537, H101 1.090, H102 1.090
93 C -5.43 4.40 -2.38  C92 1.537, H103 1.090, H104 1.090, H105 1.090
94 C -6.06 4.17 -5.46  N91 1.414, C95 1.540, H106 1.090, H107 1.090
95 C -7.15 3.27 -6.07  C94 1.540, H108 1.090, H109 1.090, H110 1.090
96 H -2.23 2.30 -5.72  C89 1.090
97 H -2.82 1.50 -4.32  C89 1.090
98 H -2.51 3.25 -4.20  C89 1.090
99 H -4.07 2.88 -6.50  C90 1.090
100 H -4.72 1.69 -5.63  C90 1.090
101 H -6.35 2.63 -3.44  C92 1.090
102 H -4.68 2.46 -3.00  C92 1.090
103 H -4.65 5.12 -2.62  C93 1.090
104 H -6.42 4.85 -2.51  C93 1.090
105 H -5.43 4.19 -1.31  C93 1.090
106 H -5.55 4.79 -6.20  C94 1.090
107 H -6.72 4.88 -4.95  C94 1.090
108 H -8.13 3.69 -6.24  C95 1.090
109 H -7.23 2.43 -5.38  C95 1.090
110 H -6.81 2.91 -7.04  C95 1.090
111 C 5.96 -1.12 -2.13  C112 1.545, H116 1.090, H117 1.090, H118 1.090
112 C 6.31 -0.59 -0.72  C111 1.545, O113 1.279, N114 1.287
113 O 6.62 0.65 -0.72  C112 1.279
114 N 6.31 -1.43 0.26  C112 1.287, C115 1.461, H119 1.010
115 C 6.98 -1.28 1.55  N114 1.461, H120 1.090, H121 1.090, H122 1.090
116 H 5.09 -1.74 -1.89  C111 1.090
117 H 6.77 -1.71 -2.57  C111 1.090
118 H 5.71 -0.35 -2.85  C111 1.090
119 H 6.21 -2.40 -0.02  N114 1.010
120 H 6.40 -1.76 2.34  C115 1.090
121 H 7.00 -0.25 1.91  C115 1.090
122 H 8.00 -1.67 1.58  C115 1.090
123 C 2.84 3.15 -1.46  C124 1.484, H128 1.090, H129 1.090, H130 1.090
124 C 3.07 2.99 -2.92  C123 1.484, O125 1.214, N126 1.341
125 O 4.22 2.80 -3.27  C124 1.214
126 N 2.06 3.27 -3.75  C124 1.341, C127 1.446, H131 1.010
127 C 0.70 3.56 -3.36  N126 1.446, H132 1.090, H133 1.090, H134 1.090
128 H 2.18 4.01 -1.30  C123 1.090
129 H 3.69 3.24 -0.79  C123 1.090
130 H 2.28 2.31 -1.05  C123 1.090
131 H 2.32 3.15 -4.72  N126 1.010
132 H 0.40 3.31 -2.35  C127 1.090
133 H -0.06 3.16 -4.04  C127 1.090
134 H 0.65 4.65 -3.32  C127 1.090
135 C 4.18 -6.90 4.51  C136 1.517, H140 1.090, H141 1.090, H142 1.090
136 C 3.46 -5.82 3.72  C135 1.517, O137 1.287, N138 1.332
137 O 2.22 -5.60 3.99  C136 1.287
138 N 4.20 -5.21 2.80  C136 1.332, C139 1.467, H143 1.010
139 C 3.65 -4.12 1.99  N138 1.467, H144 1.090, H145 1.090, H146 1.090
140 H 4.41 -7.79 3.93  C135 1.090
141 H 3.58 -7.18 5.38  C135 1.090
142 H 5.06 -6.51 5.02  C135 1.090
143 H 5.18 -5.47 2.81  N138 1.010
144 H 2.92 -4.59 1.33  C139 1.090
145 H 4.43 -3.64 1.40  C139 1.090
146 H 3.16 -3.32 2.54  C139 1.090

These are the Mulliken partial charges, in e, on atoms 1 to 99: C -1.10; C -0.77; N 0.32; C -0.68; C -0.98; C 0.55; C -0.78; H 0.20; H 0.26; H 0.41; H 0.47; H 0.46; H 0.47; H 0.42; H 0.33; H -0.02; H 0.44; H -0.73; H 0.07; H 0.01; H 0.35; H 0.34; C -1.43; C -0.46; N 0.25; C 0.05; C -1.42; C -1.26; C -0.31; H 0.41; H 0.34; H 0.35; H 0.38; H 0.25; H 0.04; H 0.28; H 0.34; H 0.33; H 0.42; H 0.39; H 0.43; H 0.33; H 0.26; H 0.04; C -1.14; C -0.71; N 0.49; C -0.42; C -0.72; C -0.48; C -1.19; H 0.46; H 0.38; H -0.05; H 0.62; H 0.53; H 0.19; H 0.19; H 0.52; H 0.50; H -0.19; H 0.50; H 0.40; H 0.32; H 0.37; H 0.41; C -0.16; C 0.13; N 0.71; C 0.12; C -1.42; C -1.02; C -1.10; H -0.10; H 0.03; H 0.10; H -0.48; H 0.32; H 0.28; H -0.24; H 0.29; H 0.46; H 0.33; H 0.38; H 0.65; H 0.27; H 0.36; H 0.00; C -0.81; C -0.72; N 0.18; C 0.48; C -1.57; C -0.80; C -0.87; H 0.52; H -0.04; H 0.27; H 0.54